DFT (ωB97M-V/def2-TZVPD) results for a cluster of 2 separate species, C3H11N3O2 in total.

Last column: natural (NBO) charge in e.
Geometry (Å):
1 N 0.450 -1.427 0.305  -0.885
2 C 1.392 -0.752 -0.514  0.148
3 N 1.993 -1.490 -1.559  -0.832
4 C 1.746 0.497 -0.202  0.453
5 O 2.621 1.252 -0.942  -0.698
6 O 1.253 1.148 0.914  -0.725
7 H 0.412 -2.404 0.046  0.372
8 H -0.481 -1.009 0.232  0.409
9 H 1.316 -1.821 -2.239  0.359
10 H 2.700 -0.931 -2.020  0.382
11 H 2.792 2.049 -0.427  0.491
12 H 0.851 0.468 1.469  0.500
13 C -2.768 0.531 1.163  -0.410
14 N -1.813 0.477 0.066  -0.854
15 H -3.478 -0.287 1.049  0.192
16 H -3.330 1.472 1.222  0.171
17 H -2.229 0.393 2.099  0.192
18 H -1.136 1.229 0.157  0.372
19 H -2.291 0.604 -0.821  0.360

Calculated values
Total charge = 0
SMILES = NC(N)=C(O)O.CN
Gap between HOMO and LUMO = 7.617 eV
HOMO energy = -6.843 eV
Energy above the lowest of the compared OMol25 structures with the same formula, charge and spin = 39.33 kcal/mol
LUMO = 0.77 eV
Multiplicity = 1